Below is C57H44AgN2OP2S as an isolated structure, with properties calculated with ωB97M-V with the def2-TZVPD basis set.

The HOMO energy comes out at -0.14725 Ha. The net charge is -1. Its spin multiplicity is 1. Its LUMO energy is 0.0925 Ha. The gap between HOMO and LUMO comes out at 6.52 eV.

```
108
Properties=species:S:1:pos:R:3:forces:R:3:mulliken_charge:R:1
Ag -0.817 -0.661 0.434 0.0 -0.1 0.1 0.6112
C -3.982 0.523 1.589 0.0 0.0 0.0 -0.6748
C -2.997 1.061 2.585 0.0 0.0 0.0 -0.0224
C -3.454 1.818 3.696 0.0 0.0 0.0 -1.0779
C -2.543 2.352 4.551 0.0 0.0 0.0 -1.0596
C -1.162 2.142 4.334 0.0 0.0 0.0 1.5715
C -0.181 2.720 5.171 0.0 0.0 0.0 -0.8678
C 1.140 2.489 4.901 0.0 0.0 0.0 -0.8764
C 1.521 1.676 3.822 0.0 0.0 0.0 -0.5176
C 0.604 1.076 2.972 0.0 0.0 0.0 0.4957
S 1.163 0.066 1.675 0.2 0.1 0.0 -0.4130
C -0.790 1.341 3.228 0.0 0.0 0.0 -1.4345
N -1.725 0.832 2.379 0.0 0.0 0.0 1.4049
H -4.944 0.313 2.061 0.0 0.0 0.0 0.5599
H -3.586 -0.390 1.145 0.0 0.0 0.0 -0.3317
H -4.150 1.267 0.805 0.0 0.0 0.0 0.1047
H -4.517 1.968 3.836 0.0 0.0 0.0 0.4829
H -2.856 2.950 5.401 0.0 0.0 0.0 0.3794
H -0.492 3.335 6.008 0.0 0.0 0.0 0.3704
H 1.908 2.929 5.526 0.0 0.0 0.0 0.3503
H 2.573 1.495 3.641 0.0 0.0 0.0 0.4224
C -2.195 -3.942 3.859 0.0 0.0 0.0 -0.8791
C -1.996 -5.014 3.002 0.0 0.0 0.0 -0.4338
C -2.072 -4.807 1.638 0.0 0.0 0.0 -1.1551
C -2.353 -3.526 1.150 0.0 0.0 0.0 0.5889
N -2.548 -2.501 1.982 -0.1 0.0 0.0 -0.0019
C -2.464 -2.707 3.291 0.0 0.0 0.0 -0.1303
C -2.402 -3.254 -0.313 0.0 0.0 0.0 2.3702
C -2.995 -4.218 -1.134 0.0 0.0 0.0 -0.6800
C -3.022 -4.056 -2.510 0.0 0.0 0.0 -0.8999
C -2.429 -2.927 -3.059 0.0 0.0 0.0 -1.0014
C -1.848 -1.976 -2.229 0.0 0.0 0.0 1.4678
C -1.820 -2.078 -0.829 0.0 0.0 -0.1 -1.7342
H -2.128 -4.052 4.933 0.0 0.0 0.0 0.3816
H -1.764 -5.998 3.394 0.0 0.0 0.0 0.4006
H -1.886 -5.616 0.944 0.0 0.0 0.0 0.4246
H -2.610 -1.831 3.917 0.0 0.0 0.0 0.3682
H -3.459 -5.094 -0.691 0.0 0.0 0.0 0.4830
H -3.496 -4.798 -3.141 0.0 0.0 0.0 0.3496
H -2.423 -2.784 -4.135 0.0 0.0 0.0 0.4273
H -1.395 -1.107 -2.703 0.0 0.0 0.0 0.2670
O 0.649 0.884 -4.162 0.0 0.0 -0.1 -0.2092
C 1.818 0.243 -4.535 0.0 0.1 0.0 -1.5062
C 1.913 -0.228 -5.837 0.0 0.0 0.0 -0.0903
C 3.058 -0.898 -6.233 0.0 0.0 0.0 -0.5230
C 4.095 -1.093 -5.327 0.0 0.0 0.0 -0.9035
C 3.973 -0.631 -4.027 0.0 0.0 0.0 -0.1813
C 2.831 0.049 -3.603 0.0 0.0 0.0 0.7926
P 2.523 0.535 -1.842 0.0 -0.1 0.0 1.6318
C 4.041 1.463 -1.420 0.0 0.0 0.1 0.3284
C 4.887 2.063 -2.347 0.0 0.0 0.0 -0.7084
C 5.942 2.865 -1.925 0.0 0.0 0.0 -0.6518
C 6.163 3.076 -0.574 0.0 0.0 0.0 -0.5617
C 5.314 2.491 0.360 0.0 0.0 0.0 -0.6757
C 4.256 1.701 -0.056 0.0 0.0 -0.1 -0.4721
C 2.839 -1.124 -1.126 0.0 0.0 0.0 0.7086
C 4.029 -1.553 -0.548 0.0 0.0 0.0 -0.5525
C 4.133 -2.846 -0.051 0.0 0.0 0.0 -0.6968
C 3.054 -3.716 -0.127 0.0 0.0 0.0 -0.5991
C 1.866 -3.292 -0.706 0.0 0.0 0.0 -0.4274
C 1.761 -2.003 -1.202 0.0 0.0 0.0 -0.7515
C 0.727 2.247 -3.979 0.0 0.0 0.0 0.0667
C 1.576 3.032 -4.750 0.0 0.0 0.0 -0.7637
C 1.562 4.409 -4.588 0.0 0.0 0.0 -0.8388
C 0.705 4.994 -3.668 0.0 0.0 0.0 -0.8524
C -0.118 4.191 -2.892 0.0 0.0 0.0 -0.5940
C -0.116 2.803 -3.020 0.0 0.1 0.1 -0.0002
P -1.048 1.673 -1.899 0.0 0.0 -0.1 2.6882
C -1.361 2.843 -0.523 0.0 0.0 0.0 0.6004
C -2.572 3.482 -0.279 0.0 0.0 0.0 -0.6343
C -2.711 4.327 0.816 0.0 0.0 0.0 -0.8257
C -1.635 4.555 1.661 0.0 0.0 0.0 -0.8265
C -0.417 3.933 1.414 0.0 0.0 0.0 -0.5206
C -0.285 3.072 0.336 0.0 0.0 0.0 -0.2638
C -2.686 1.620 -2.720 0.0 0.0 -0.1 -0.1318
C -3.011 2.300 -3.892 0.0 0.0 0.0 -0.7610
C -4.266 2.154 -4.469 0.0 0.0 0.0 -0.7544
C -5.215 1.332 -3.880 0.0 0.0 0.0 -0.7257
C -4.898 0.642 -2.717 0.0 0.0 0.0 -1.0877
C -3.641 0.775 -2.150 0.0 0.0 0.0 0.0750
H 1.084 -0.061 -6.513 0.0 0.0 0.0 0.4776
H 3.142 -1.271 -7.246 0.0 0.0 0.0 0.3906
H 4.988 -1.625 -5.631 0.0 0.0 0.0 0.4178
H 4.763 -0.821 -3.310 0.0 0.0 0.0 0.4717
H 4.726 1.911 -3.407 0.0 0.0 0.0 0.2977
H 6.591 3.326 -2.660 0.0 0.0 0.0 0.3949
H 6.986 3.699 -0.246 0.0 0.0 0.0 0.3668
H 5.470 2.660 1.418 0.0 0.0 0.0 0.4458
H 3.575 1.262 0.669 0.0 0.0 0.0 0.3921
H 4.873 -0.878 -0.469 0.0 0.0 0.0 0.3626
H 5.059 -3.169 0.410 0.0 0.0 0.0 0.3824
H 3.135 -4.717 0.278 0.0 0.0 0.0 0.3720
H 1.002 -3.946 -0.750 0.0 0.0 0.0 0.4586
H 0.820 -1.673 -1.627 0.0 0.0 0.0 0.0627
H 2.236 2.565 -5.469 0.0 0.0 0.0 0.4889
H 2.224 5.022 -5.187 0.0 0.0 0.0 0.3789
H 0.689 6.069 -3.540 0.0 0.0 0.0 0.4166
H -0.759 4.645 -2.147 0.0 0.0 0.0 0.4637
H -3.415 3.316 -0.940 0.0 0.0 0.0 0.4496
H -3.664 4.805 1.009 0.0 0.0 0.0 0.3819
H -1.746 5.202 2.523 0.0 0.0 0.0 0.3331
H 0.417 4.081 2.088 0.0 0.0 0.0 0.4801
H 0.648 2.541 0.177 0.0 0.0 0.0 0.3066
H -2.282 2.954 -4.356 0.0 0.0 0.0 0.4353
H -4.501 2.688 -5.382 0.0 0.0 0.0 0.4201
H -6.194 1.219 -4.331 0.0 0.0 0.0 0.3644
H -5.621 -0.023 -2.260 0.0 0.0 0.0 0.4838
H -3.375 0.194 -1.274 0.0 0.0 0.0 0.4121
```
Forces are in eV/Å.